No. 1
The following is a quantum chemistry calculation of a cluster of 8 separate species, C28H84N8O10 in total in a non-equilibrium geometry, from the OMol25 dataset.

Computed properties:
Total charge: +6
Kohn-Sham gap: 8.3544 eV
ΔE to the lowest compared entry with this formula, charge and spin: 51.1 kcal per mole
LUMO: -12.52 eV

Each line ends with the Mulliken charge.
Geometry (Å):
C -0.33 0.30 3.65  -1.387
C 1.08 0.80 3.83  0.052
C 2.19 -0.13 3.25  0.004
O 3.48 0.52 3.20  -0.384
C 4.52 -0.23 2.53  -0.541
N 1.29 2.22 3.20  -0.022
H 2.24 2.55 3.31  0.401
H 1.13 2.19 2.21  -0.191
H 0.60 2.86 3.57  0.438
H -0.35 -0.59 4.26  0.455
H -0.62 -0.01 2.65  0.096
H -1.09 0.99 4.02  0.547
H 1.26 1.05 4.88  0.476
H 1.81 -0.56 2.33  -0.088
H 2.12 -0.99 3.91  0.315
H 5.46 0.32 2.58  0.428
H 4.33 -0.36 1.46  0.032
H 4.67 -1.28 2.78  0.246
C 4.53 -6.81 3.51  -1.456
C 3.89 -5.38 3.26  -0.088
C 2.53 -5.18 2.61  -0.308
O 2.23 -3.85 2.72  -0.349
C 1.39 -3.33 1.67  0.002
N 3.90 -4.78 4.69  -0.201
H 3.20 -4.07 4.56  0.225
H 3.59 -5.43 5.40  0.388
H 4.75 -4.34 5.00  0.346
H 5.42 -6.79 4.13  0.462
H 4.84 -7.23 2.55  0.384
H 3.88 -7.51 4.04  0.422
H 4.58 -4.69 2.79  0.333
H 1.80 -5.84 3.09  0.197
H 2.51 -5.51 1.57  0.522
H 1.97 -3.25 0.76  0.421
H 0.85 -2.40 1.85  -0.244
H 0.49 -3.92 1.48  -0.061
C -0.21 -6.84 1.31  -1.310
C -1.57 -6.58 0.57  -0.026
C -2.01 -5.11 0.46  -0.612
O -1.20 -4.39 -0.51  -0.376
C -1.59 -3.09 -0.79  -0.779
N -1.40 -7.21 -0.85  -0.286
H -1.28 -8.21 -0.77  0.369
H -2.20 -7.03 -1.43  0.345
H -0.63 -6.74 -1.32  0.299
H 0.22 -7.85 1.27  0.431
H -0.33 -6.55 2.36  0.372
H 0.57 -6.25 0.85  0.283
H -2.43 -7.17 0.91  0.452
H -1.94 -4.63 1.44  0.296
H -2.99 -5.11 0.00  0.616
H -1.43 -2.38 0.02  0.307
H -2.66 -2.92 -0.86  0.418
H -1.27 -2.65 -1.73  0.152
C 0.67 5.29 -0.40  -0.724
C 0.28 5.82 -1.80  -0.140
C -0.20 4.81 -2.79  0.222
O -0.68 5.42 -3.98  -0.443
C 0.38 5.77 -4.89  -0.640
N -0.66 7.02 -1.63  -0.112
H -0.17 7.78 -1.19  0.397
H -0.79 7.50 -2.51  0.392
H -1.50 6.79 -1.12  0.260
H 1.00 6.00 0.36  0.547
H 1.57 4.69 -0.55  -0.155
H -0.12 4.74 0.11  0.041
H 1.13 6.35 -2.24  0.322
H -1.01 4.22 -2.34  0.032
H 0.55 4.02 -2.85  0.123
H 0.96 4.88 -5.12  0.264
H 1.05 6.53 -4.50  0.283
H 0.03 6.19 -5.83  0.329
C 3.69 0.08 -1.54  -1.299
C 3.46 1.57 -1.84  0.471
C 3.56 2.57 -0.72  0.024
O 4.78 2.44 0.03  -0.401
C 4.86 3.02 1.34  -0.589
N 4.52 2.04 -2.90  -0.135
H 4.40 1.67 -3.83  0.333
H 4.70 3.03 -2.97  0.312
H 5.33 1.45 -2.75  0.366
H 2.89 -0.27 -0.88  0.105
H 4.63 0.05 -0.98  0.460
H 3.66 -0.63 -2.37  0.436
H 2.55 1.65 -2.44  -0.203
H 2.68 2.52 -0.08  -0.182
H 3.49 3.63 -0.95  0.629
H 5.82 3.51 1.50  0.322
H 4.63 2.30 2.12  0.036
H 4.23 3.91 1.39  0.319
C -1.28 1.24 -3.51  -1.325
C -1.61 -0.26 -3.22  1.177
C -3.13 -0.44 -3.26  -0.542
O -3.57 -1.80 -3.12  -0.289
C -4.95 -1.93 -2.79  -0.775
N -1.01 -1.06 -4.43  0.021
H -0.04 -0.85 -4.63  0.340
H -1.00 -2.05 -4.21  0.370
H -1.62 -1.06 -5.23  0.418
H -1.73 1.63 -4.43  0.531
H -0.24 1.49 -3.68  0.297
H -1.72 1.79 -2.68  0.103
H -1.32 -0.58 -2.22  -0.853
H -3.46 -0.04 -4.21  0.557
H -3.54 0.26 -2.53  0.037
H -5.57 -1.51 -3.57  0.387
H -5.16 -1.46 -1.83  0.307
H -5.22 -2.97 -2.62  0.269
C -4.53 2.29 2.25  -1.243
C -4.47 2.74 0.78  0.630
C -5.77 3.31 0.21  -0.939
O -6.69 2.23 0.20  -0.330
C -7.24 1.89 -1.03  -0.700
N -3.28 3.68 0.45  -0.036
H -3.48 4.54 0.94  0.417
H -2.40 3.29 0.74  -0.011
H -3.31 3.95 -0.53  0.383
H -3.60 1.86 2.61  0.349
H -5.27 1.49 2.33  0.353
H -4.86 3.19 2.78  0.425
H -4.26 1.94 0.07  -0.188
H -5.74 3.81 -0.76  0.531
H -6.14 4.07 0.90  0.438
H -6.48 1.68 -1.78  0.248
H -7.94 2.70 -1.23  0.358
H -7.85 0.99 -0.91  0.259
N -0.71 0.78 0.27  0.509
O 0.16 -0.15 0.30  -0.488
O -1.87 0.47 0.10  -0.547
O -0.27 1.94 0.37  -0.272

=====

No. 2
The following is a quantum chemistry calculation of the molecule C5H9NO, from the OMol25 dataset.

Computed properties:
Kohn-Sham gap: 10.4028 eV
ΔE to the lowest compared entry with this formula, charge and spin: 40.3 kcal per mole
LUMO: 1.05 eV

Each line ends with the natural charge from an NBO analysis.
Geometry (Å):
O 1.41 -1.57 1.18  -0.709
C 0.76 -0.38 0.78  0.101
C 1.16 -0.02 -0.66  -0.430
C -0.07 0.67 -1.21  -0.083
N -0.63 1.69 -0.31  -0.607
C -1.24 0.36 -0.35  -0.088
C -0.78 -0.51 0.79  -0.444
H 0.81 -1.96 1.83  0.464
H 1.04 0.45 1.43  0.171
H 2.06 0.60 -0.70  0.218
H 1.35 -0.94 -1.23  0.219
H -0.17 0.81 -2.28  0.204
H -1.20 2.34 -0.85  0.356
H -2.24 0.24 -0.76  0.204
H -1.21 -0.23 1.76  0.215
H -1.06 -1.56 0.58  0.208

=====

No. 3
The following is a quantum chemistry calculation of a cluster of 2 separate species, C4H11N3O2 in total in a non-equilibrium geometry, from the OMol25 dataset.

Computed properties:
Kohn-Sham gap: 9.3800 eV
ΔE to the lowest compared entry with this formula, charge and spin: 57.2 kcal per mole
LUMO: 0.54 eV

Each line ends with the natural charge from an NBO analysis.
Geometry (Å):
H 3.51 1.08 2.99  0.404
N 2.59 1.08 2.42  -0.821
C 1.40 1.40 2.56  0.607
N 0.79 1.90 3.84  -0.888
N 0.43 1.17 1.52  -0.659
C 1.09 0.50 0.26  -0.396
H 1.38 2.54 4.32  0.372
H -0.16 2.40 3.89  0.375
H -0.52 0.95 1.84  0.397
H 1.48 -0.47 0.63  0.200
H 1.82 1.11 -0.19  0.212
H 0.30 0.26 -0.48  0.196
C -1.03 -1.69 -3.27  -0.758
C -2.38 -1.26 -2.67  0.794
O -2.66 -0.28 -2.12  -0.549
O -3.21 -2.29 -2.57  -0.684
H -0.91 -2.73 -3.06  0.214
H -0.22 -1.22 -2.72  0.244
H -0.76 -1.30 -4.26  0.253
H -2.95 -3.12 -2.94  0.486

=====

No. 4
The following is a quantum chemistry calculation of the molecule C4H6FN3 in a non-equilibrium geometry, from the OMol25 dataset.

Computed properties:
Kohn-Sham gap: 10.0547 eV
ΔE to the lowest compared entry with this formula, charge and spin: 62.7 kcal per mole
LUMO: 0.88 eV

Each line ends with the natural charge from an NBO analysis.
Geometry (Å):
H -0.61 0.32 -2.53  0.360
N -1.00 0.55 -1.63  -0.686
C -0.46 -0.12 -0.64  0.396
C 0.84 -0.99 -0.73  0.122
F 1.50 -0.45 -1.84  -0.351
C 1.39 -0.88 0.75  -0.314
C 0.35 -0.31 1.38  0.036
N -0.73 0.21 0.67  -0.307
N -1.19 1.55 1.01  -0.633
H 0.56 -2.06 -0.91  0.194
H 2.07 -1.50 1.24  0.230
H 0.05 -0.30 2.49  0.224
H -0.60 2.30 0.32  0.347
H -2.17 1.67 0.44  0.382

=====

No. 5
The following is a quantum chemistry calculation of a structure of composition C17H42N8O25 in a non-equilibrium geometry, from the OMol25 dataset.

Computed properties:
Kohn-Sham gap: 8.5159 eV
LUMO: -1.23 eV

Each line ends with the Mulliken charge.
Geometry (Å):
C -3.11 0.43 0.12  0.258
N -3.44 1.10 1.36  0.828
O -4.60 1.61 1.46  -0.661
O -2.55 1.25 2.26  -0.498
H -4.09 0.03 -0.13  1.170
H -2.45 -0.42 0.26  -0.196
H -2.74 1.21 -0.55  -0.593
C 0.61 -0.85 0.05  -1.388
N -0.11 0.39 -0.29  0.986
O 0.26 1.44 0.26  -0.373
O -1.00 0.33 -1.10  1.271
H 1.48 -0.48 0.59  0.251
H 0.96 -1.37 -0.84  1.363
H -0.02 -1.52 0.63  -0.842
C -1.48 1.36 -2.83  -0.672
N -1.71 0.73 -4.21  1.355
O -2.61 1.19 -4.90  -0.685
O -0.88 -0.14 -4.50  -0.659
H -2.25 1.26 -2.06  -0.020
H -1.32 2.39 -3.15  0.259
H -0.54 1.00 -2.42  -0.063
C -0.03 -0.21 3.28  -1.205
N -0.07 -1.61 3.79  1.032
O 0.46 -2.54 3.14  -0.436
O -0.61 -1.69 4.93  -0.666
H 0.12 -0.28 2.21  -0.083
H 0.83 0.32 3.68  0.459
H -1.01 0.23 3.51  0.751
C 2.09 1.02 -3.41  -0.255
N 1.73 -0.22 -2.76  0.952
O 1.31 -1.18 -3.46  -0.598
O 1.93 -0.32 -1.56  -0.410
H 3.15 1.18 -3.58  0.286
H 1.96 1.82 -2.69  -0.159
H 1.59 1.20 -4.37  0.379
C -2.21 -1.81 -2.50  -0.865
N -3.62 -1.24 -2.43  1.201
O -4.22 -1.08 -3.47  -0.625
O -4.14 -1.08 -1.35  -0.623
H -1.84 -1.67 -3.51  0.533
H -2.27 -2.89 -2.33  0.608
H -1.53 -1.32 -1.80  -0.435
C -0.54 3.02 1.41  -1.264
N -1.84 3.41 0.90  1.168
O -2.16 3.12 -0.22  -0.567
O -2.49 4.11 1.63  -0.691
H -0.55 3.38 2.44  0.599
H 0.08 3.65 0.78  0.323
H -0.29 1.96 1.28  0.463
C -1.63 -3.19 2.17  -1.227
N -1.91 -1.94 1.45  0.961
O -1.87 -2.04 0.24  -0.503
O -2.13 -0.89 2.08  -0.589
H -0.62 -3.52 1.91  0.412
H -2.36 -3.93 1.88  0.314
H -1.82 -2.99 3.23  0.470
C 1.83 2.43 -0.78  -0.863
O 0.65 2.87 -1.50  -0.072
C 0.28 4.05 -1.41  0.298
O 0.75 4.91 -0.70  -0.609
O -0.81 4.08 -2.08  -0.235
C -1.69 5.21 -2.19  -0.848
H 2.76 2.80 -1.22  0.384
H 1.84 1.37 -1.02  0.221
H 1.74 2.83 0.23  0.315
H -1.12 6.07 -2.54  0.349
H -2.25 5.38 -1.27  0.290
H -2.43 5.06 -2.97  0.294
C 3.52 -1.27 -0.13  0.139
O 4.09 -0.70 1.08  -0.444
C 3.36 -0.27 2.14  0.492
O 2.10 -0.32 2.13  -0.192
O 4.18 0.08 3.15  -0.411
C 3.73 0.94 4.23  -0.751
H 3.02 -0.50 -0.72  0.059
H 2.68 -1.90 0.15  -0.529
H 4.18 -1.93 -0.71  0.460
H 3.51 0.29 5.08  0.344
H 2.86 1.57 4.06  0.264
H 4.56 1.55 4.58  0.291
C -0.25 -4.40 -1.27  -0.236
O 0.31 -4.53 0.01  -0.343
C 1.30 -3.70 0.44  0.268
O 1.69 -2.72 -0.14  -0.231
O 1.75 -4.24 1.58  -0.390
C 2.63 -3.49 2.39  -0.106
H -1.21 -4.92 -1.22  0.258
H 0.42 -4.90 -1.96  0.415
H -0.43 -3.40 -1.66  -0.156
H 2.85 -3.97 3.35  0.323
H 2.17 -2.51 2.57  -0.205
H 3.55 -3.56 1.82  0.355

=====

| no. | HOMO level (Eh) |
| --- | --- |
| 1 | -0.767 |
| 2 | -0.344 |
| 3 | -0.325 |
| 4 | -0.337 |
| 5 | -0.358 |